# 1
Here is a 6-piece molecular cluster, C31H62BrClFNO11PS overall in a non-equilibrium geometry from the OMol25 dataset. Energies are from ωB97M-V/def2-TZVPD.

Each line ends with the Löwdin charge.
Cartesian coordinates (Å):
C: 7.2288 0.1495 -2.3763  -0.108
O: 6.2482 -0.8302 -2.6908  -0.197
C: 4.9519 -0.2524 -2.8504  -0.197
C: 4.7649 0.1253 -4.3781  -0.133
C: 3.3627 -0.2214 -4.9861  -0.090
C: 2.1628 0.6764 -4.4746  -0.369
C: 0.9638 -0.3536 -4.2204  -0.119
C: 1.2223 -1.3127 -3.0023  -0.219
C: -0.1117 -2.1667 -2.8228  -0.514
Cl: -1.1921 -1.4857 -1.5157  0.597
O: 2.4307 1.4032 -3.2832  -0.057
C: 1.4576 2.3519 -2.8805  -0.221
C: 0.7135 1.7671 -1.5993  -0.290
C: -0.1789 2.8476 -0.8795  -0.010
F: 1.7601 1.4778 -0.6981  -0.017
C: 0.3869 2.8633 -3.9159  -0.091
N: 0.5450 2.4317 -5.3422  -0.241
P: 0.1385 3.6504 -6.6157  0.692
O: 0.0998 5.1841 -5.9520  -0.319
Br: -2.0385 3.1840 -7.1387  0.330
C: 1.8573 1.7106 -5.6266  -0.216
C: 3.0396 2.6505 -6.0411  -0.129
C: 3.2356 3.9802 -5.2273  -0.180
C: 4.1929 3.8969 -3.9771  -0.212
S: 5.8427 4.6893 -4.2388  0.708
O: 6.3833 4.8923 -2.8587  -0.331
O: 5.7625 6.0020 -4.9131  -0.288
O: 6.8781 3.6153 -4.9756  -0.161
H: 7.4526 0.7921 -3.2818  0.087
H: 6.9407 0.8496 -1.5515  0.098
H: 8.2046 -0.3130 -2.0720  0.105
H: 4.9403 0.7177 -2.2757  0.116
H: 4.1556 -0.9122 -2.4358  0.126
H: 5.5180 -0.5001 -4.9377  0.140
H: 5.0985 1.1827 -4.5110  0.065
H: 3.4441 -0.0735 -6.1014  0.130
H: 3.1798 -1.3175 -4.8534  0.126
H: -0.0286 0.1544 -4.0916  0.112
H: 0.9323 -0.9988 -5.1450  0.141
H: 2.0160 -2.0678 -3.2473  0.116
H: 1.4362 -0.7929 -2.0399  0.098
H: -0.6944 -2.2242 -3.7807  0.083
H: 0.1547 -3.2095 -2.5372  0.083
H: 2.0125 3.2489 -2.4857  0.155
H: 0.0991 0.8685 -1.8387  0.084
H: -0.5057 3.6831 -1.5465  0.078
H: -1.0856 2.3595 -0.4354  0.094
H: 0.3683 3.3236 -0.0234  0.100
H: 0.3074 3.9764 -3.7810  0.129
H: -0.6158 2.4827 -3.5643  0.148
H: -0.1628 1.6910 -5.4913  0.108
H: -0.6182 5.7067 -6.3555  0.070
H: 1.6224 1.0839 -6.5355  0.166
H: 2.8535 2.9515 -7.1101  0.112
H: 4.0281 2.1242 -6.0671  0.123
H: 3.7190 4.7125 -5.9369  0.126
H: 2.2969 4.4909 -4.8928  0.089
H: 3.7230 4.4763 -3.1379  0.117
H: 4.3992 2.8732 -3.5856  0.083
H: 6.5934 2.7109 -4.7521  0.051
C: -3.3071 -2.9497 0.4682  -0.078
C: -4.1989 -3.1478 1.6673  -0.489
O: -5.2681 -2.5801 1.7538  0.056
C: -3.7110 -4.0744 2.7477  -0.034
H: -3.7848 -2.2588 -0.2274  0.062
H: -2.3520 -2.5272 0.7827  0.046
H: -3.1477 -3.9033 -0.0385  0.087
H: -2.7738 -3.7035 3.1627  0.079
H: -3.5701 -5.0772 2.3419  0.093
H: -4.4510 -4.1212 3.5447  0.085
C: -0.7708 -5.7787 6.4872  -0.024
C: -1.9211 -5.0415 5.8525  -0.491
O: -2.5273 -5.5120 4.9107  0.044
C: -2.2871 -3.7016 6.4319  -0.036
H: -0.6187 -6.7265 5.9701  0.081
H: 0.1416 -5.1847 6.4069  0.083
H: -0.9936 -5.9831 7.5358  0.087
H: -1.4427 -3.0170 6.3496  0.077
H: -2.5766 -3.8141 7.4772  0.091
H: -3.1290 -3.2856 5.8794  0.079
C: -10.3475 -2.5888 1.3600  -0.029
C: -9.7138 -3.6706 2.1957  -0.509
O: -10.3895 -4.4674 2.8100  0.065
C: -8.2097 -3.7207 2.2360  -0.036
H: -11.4326 -2.6721 1.4232  0.081
H: -10.0485 -1.6074 1.7329  0.083
H: -10.0471 -2.7008 0.3165  0.082
H: -7.8163 -2.7902 2.6469  0.079
H: -7.8154 -3.8823 1.2314  0.082
H: -7.8931 -4.5462 2.8736  0.084
C: -1.2825 0.2296 9.1887  -0.020
C: -2.1647 0.0646 7.9812  -0.496
O: -2.4170 -1.0337 7.5291  0.048
C: -2.7234 1.3140 7.3557  -0.027
H: -0.9538 -0.7514 9.5330  0.083
H: -0.4049 0.8222 8.9271  0.074
H: -1.8391 0.7148 9.9930  0.086
H: -1.9096 1.9528 7.0153  0.060
H: -3.3447 1.8465 8.0789  0.086
H: -3.3394 1.0436 6.4973  0.083
C: 0.6411 2.0388 4.2138  -0.019
C: 0.9253 1.2135 5.4412  -0.481
O: 0.2087 1.2693 6.4170  0.066
C: 2.1337 0.3167 5.4082  -0.017
H: -0.2567 2.6350 4.3787  0.083
H: 1.4779 2.7115 4.0162  0.086
H: 0.4752 1.3841 3.3560  0.082
H: 3.0361 0.9136 5.2632  0.088
H: 2.0334 -0.4133 4.6029  0.086
H: 2.2144 -0.2158 6.3558  0.086

Results
E_LUMO = -4.0 eV
Net charge = +1
E_tot = -5974.045519 Ha
Maximum force = 6.16 eV/A
HOMO = -10.16 eV

# 2
Here is a 5-piece molecular cluster, C31H62F3NO9 overall in a non-equilibrium geometry from the OMol25 dataset. Energies are from ωB97M-V/def2-TZVPD.

Each line ends with the Löwdin charge.
Cartesian coordinates (Å):
C: 7.4188 -3.0730 0.5146  0.033
C: 7.9267 -1.7571 0.4079  -0.071
C: 7.7080 -0.8207 -0.8891  -0.368
C: 8.1248 -1.6629 -2.2032  -0.061
C: 9.4351 -2.5436 -2.0104  -0.199
O: 9.4966 -3.7623 -2.3115  0.000
C: 8.4315 0.6001 -0.7717  -0.047
C: 9.9394 0.6372 -1.2969  -0.224
O: 10.7894 0.0738 -0.2677  -0.042
C: 10.3279 2.2043 -1.4439  -0.375
F: 11.6776 2.4159 -1.7593  0.096
F: 9.5681 2.6955 -2.5557  0.051
F: 9.8821 2.9608 -0.3355  0.086
O: 6.2743 -0.5326 -1.0747  -0.041
C: 5.6444 -0.2617 0.1707  -0.375
O: 5.7844 0.7653 0.8564  0.087
C: 4.5992 -1.3646 0.7255  -0.058
C: 3.1379 -0.7413 0.5214  -0.179
N: 2.9101 -0.2221 -0.8553  -0.097
C: 1.5863 0.5104 -0.9203  -0.210
C: 1.7333 2.0900 -0.7615  -0.081
C: 2.9474 -1.2933 -1.8582  -0.394
C: 3.1148 -0.9025 -3.4130  0.003
O: 2.8762 -2.5198 -1.5969  0.014
H: 7.1819 -3.6170 -0.4673  0.083
H: 7.2721 -3.6278 1.4982  0.085
H: 8.5491 -1.3866 1.2952  0.127
H: 8.2363 -0.9946 -3.1179  0.135
H: 7.2710 -2.3992 -2.4288  0.130
H: 10.3564 -2.0709 -1.5342  0.126
H: 8.4701 0.8807 0.3436  0.138
H: 7.7988 1.4304 -1.2556  0.151
H: 10.1044 0.1909 -2.3284  0.156
H: 11.3099 0.8164 0.1207  0.113
H: 4.7567 -2.2935 0.0746  0.106
H: 4.7854 -1.5758 1.8334  0.135
H: 2.3598 -1.5403 0.7558  0.128
H: 2.9654 0.1415 1.2358  0.139
H: 1.0783 0.2501 -1.9059  0.119
H: 0.9211 0.0889 -0.0812  0.120
H: 2.2432 2.6055 -1.6451  0.080
H: 2.2722 2.3649 0.2085  0.079
H: 0.6808 2.5423 -0.6770  0.068
H: 2.8319 -1.8154 -4.0378  0.087
H: 2.4062 -0.0206 -3.5867  0.077
H: 4.1994 -0.6313 -3.6146  0.085
C: -2.7270 2.2081 2.0513  -0.073
C: -2.3890 1.9623 0.5920  -0.269
O: -1.7181 0.7293 0.3680  -0.183
C: -2.4345 -0.4489 0.7082  -0.277
C: -3.7102 -0.6313 -0.0957  -0.077
H: -1.8439 2.0721 2.6813  0.084
H: -3.1097 3.2211 2.1892  0.074
H: -3.4914 1.5123 2.4058  0.056
H: -1.7081 2.7477 0.2535  0.108
H: -3.2822 2.0316 -0.0374  0.110
H: -2.6378 -0.4761 1.7838  0.108
H: -1.7646 -1.2865 0.4968  0.116
H: -4.4578 0.1219 0.1658  0.060
H: -4.1456 -1.6145 0.0969  0.077
H: -3.5098 -0.5355 -1.1658  0.084
C: -6.9267 4.7221 4.0990  -0.082
C: -6.5856 4.4754 2.6397  -0.273
O: -5.9134 3.2439 2.4183  -0.178
C: -6.6294 2.0651 2.7581  -0.277
C: -7.9031 1.8815 1.9519  -0.071
H: -6.0448 4.5875 4.7303  0.082
H: -7.3104 5.7357 4.2355  0.077
H: -7.6914 4.0254 4.4532  0.061
H: -5.9048 5.2610 2.3019  0.118
H: -7.4777 4.5434 2.0083  0.108
H: -6.8348 2.0384 3.8334  0.109
H: -5.9583 1.2278 2.5488  0.105
H: -8.6515 2.6341 2.2116  0.054
H: -8.3386 0.8983 2.1442  0.080
H: -7.7009 1.9767 0.8820  0.085
C: 4.6280 -5.1908 -2.9926  -0.077
C: 3.8730 -5.4402 -4.2860  -0.277
O: 4.2484 -6.6469 -4.9356  -0.164
C: 4.0100 -7.8479 -4.2174  -0.283
C: 2.5403 -8.0907 -3.9202  -0.085
H: 5.7062 -5.2834 -3.1498  0.082
H: 4.4085 -4.1918 -2.6092  0.049
H: 4.3472 -5.9130 -2.2213  0.071
H: 4.1012 -4.6320 -4.9860  0.116
H: 2.7906 -5.4144 -4.1226  0.108
H: 4.6076 -7.8704 -3.3000  0.106
H: 4.3787 -8.6603 -4.8486  0.117
H: 2.1535 -7.3650 -3.2005  0.066
H: 2.3955 -9.0882 -3.4987  0.075
H: 1.9419 -7.9999 -4.8302  0.082
C: -13.6346 3.9225 1.4696  -0.082
C: -12.6692 2.8637 1.9730  -0.278
O: -11.4052 3.3886 2.3536  -0.174
C: -11.4054 4.3210 3.4251  -0.278
C: -11.9112 3.7364 4.7325  -0.079
H: -13.1666 4.5358 0.6957  0.083
H: -14.5328 3.4560 1.0590  0.077
H: -13.9458 4.5937 2.2745  0.066
H: -12.4752 2.1544 1.1645  0.119
H: -13.1074 2.2876 2.7947  0.107
H: -11.9672 5.2198 3.1503  0.108
H: -10.3661 4.6327 3.5597  0.107
H: -12.9795 3.5123 4.6826  0.067
H: -11.7564 4.4424 5.5516  0.077
H: -11.3917 2.8035 4.9653  0.083

Results
E_LUMO = 0.5 eV
E_tot = -2249.669867 Ha
Structure (SMILES) = C=C[C@](CC=O)(C[C@H](O)C(F)(F)F)OC(=O)CCN(CC)C(C)=O.CCOCC.CCOCC.CCOCC.CCOCC
Maximum force = 4.24 eV/A
HOMO = -9.39 eV